--- P ---
Computed, not measured: 2 unconnected molecules or ions with the total composition C2H6O3, with ωB97M-V/def2-TZVPD.

Structure (XYZ):
```
11
Properties=species:S:1:pos:R:3
O -2.12833 -1.17109 -0.85457
C -2.24802 -0.26298 -0.02667
O -1.13843 0.36915 0.45349
H -3.02562 -0.22968 0.68650
H -0.52456 0.46950 -0.32078
C 1.75098 0.11107 0.32671
O 1.14959 0.24196 -0.93712
H 2.81825 0.32103 0.10005
H 1.42751 0.94160 0.96567
H 1.64803 -0.76153 0.87824
H 0.27063 -0.02902 -1.27152
```

Values from the calculation:
**Structure (SMILES)**: O=CO.CO
**LUMO**: 0.75 eV

***

--- Q ---
Computed, not measured: 2 unconnected molecules or ions with the total composition C2H6O3, with ωB97M-V/def2-TZVPD.

Structure (XYZ):
```
11
Properties=species:S:1:pos:R:3
C -0.03141 1.21545 0.17047
C -0.82757 -0.03405 0.08206
O -1.98104 0.02507 -0.20219
O -0.07763 -1.12644 0.15307
H -0.74087 1.92779 -0.08991
H 0.75738 1.16850 0.97282
H 0.59338 1.11249 -0.75017
H -0.83836 -1.66173 -0.00089
O 2.19452 0.03858 -0.13078
H 1.94217 -0.57682 0.59243
H 2.35337 -0.55638 -0.80027
```

Values from the calculation:
**Structure (SMILES)**: CC(=O)O.O
**LUMO**: 0.54 eV

***

Which one sits at the bottom of the stability order? P does.

***

--- P ---
Computed, not measured: 6 unconnected molecules or ions with the total composition C36H30N6O12, with ωB97M-V/def2-TZVPD.

Structure (XYZ):
```
84
Properties=species:S:1:pos:R:3
O 9.06510 18.05416 8.92566
N 9.10782 16.93866 8.44583
O 8.48182 16.55898 7.47592
C 10.18250 15.93840 8.93617
C 11.28028 16.49002 9.55979
C 12.13746 15.61359 10.17985
C 11.95262 14.26315 10.11512
C 10.77150 13.76336 9.50975
C 9.85987 14.58402 8.86687
H 11.29438 17.48636 9.81576
H 13.07651 15.98226 10.65293
H 12.57043 13.58532 10.63673
H 10.62794 12.73736 9.38615
H 9.09375 14.13416 8.20709
O 6.38387 13.35876 12.99900
N 7.19949 13.91409 12.29774
O 7.65990 13.44632 11.28322
C 7.65228 15.21629 12.76430
C 7.20511 15.67134 13.98356
C 7.61233 16.92165 14.41805
C 8.41147 17.76030 13.55107
C 8.74452 17.31333 12.31155
C 8.37184 16.00098 11.87312
H 6.75135 15.05215 14.70160
H 7.40490 17.27955 15.47048
H 8.63498 18.71811 13.99061
H 9.30675 17.96310 11.54403
H 8.67601 15.60583 10.88094
O 15.35037 10.66434 11.66873
N 16.44169 11.10867 11.87572
O 16.56649 12.28849 12.11735
C 17.62005 10.20884 11.92956
C 18.83619 10.68861 12.27488
C 19.89052 9.78431 12.36124
C 19.75104 8.48472 11.91477
C 18.48440 8.05842 11.52236
C 17.38475 8.91734 11.58429
H 18.95252 11.73662 12.45935
H 20.85260 10.13088 12.79657
H 20.51699 7.72118 11.91695
H 18.36349 7.14981 11.01889
H 16.38917 8.56619 11.25468
O 7.45080 15.73639 19.54402
N 8.20084 15.35882 18.65946
O 7.95562 14.40698 17.99235
C 9.42505 16.13403 18.42936
C 9.84581 17.13385 19.36214
C 11.01530 17.85428 19.11972
C 11.65241 17.71304 17.91495
C 11.24617 16.74338 17.01108
C 10.14350 15.92019 17.30180
H 9.12339 17.36261 20.16923
H 11.46174 18.52815 19.87241
H 12.49688 18.31959 17.61717
H 11.75298 16.50529 16.08571
H 9.85550 15.05549 16.63715
O 15.45339 8.69313 14.14437
N 14.86996 9.09877 15.13373
O 13.79543 8.63286 15.49422
C 15.36951 10.35364 15.72590
C 14.55591 11.14813 16.55429
C 15.13674 12.22874 17.21414
C 16.50361 12.47372 17.00046
C 17.26754 11.67073 16.19940
C 16.64531 10.67746 15.50220
H 13.45944 10.93736 16.69856
H 14.58843 12.87765 17.85065
H 16.94849 13.30950 17.49506
H 18.32729 11.99298 16.02277
H 17.15003 10.03116 14.82294
O 13.45648 13.76596 13.76591
N 12.33835 13.78582 14.17576
O 11.91030 14.68081 14.86236
C 11.40125 12.74406 13.78975
C 10.07030 12.73178 14.23167
C 9.26712 11.78624 13.75420
C 9.70265 10.78665 12.86916
C 11.05287 10.68898 12.53355
C 11.91079 11.65828 13.02566
H 9.65049 13.58450 14.85749
H 8.24800 11.86239 14.11386
H 9.02141 10.13468 12.37820
H 11.43762 9.80755 11.92131
H 12.95285 11.73178 12.78111
```

Values from the calculation:
**Structure (SMILES)**: O=[N+]([O-])c1ccccc1.O=[N+]([O-])c1ccccc1.O=[N+]([O-])c1ccccc1.O=[N+]([O-])c1ccccc1.O=[N+]([O-])c1ccccc1.O=[N+]([O-])c1ccccc1
**LUMO**: -0.65 eV

***

--- Q ---
Computed, not measured: 6 unconnected molecules or ions with the total composition C36H30N6O12, with ωB97M-V/def2-TZVPD.

Structure (XYZ):
```
84
Properties=species:S:1:pos:R:3
O -0.50337 -0.65675 -1.59894
N -0.76612 -0.21617 -0.51110
O -1.62825 0.62962 -0.34390
C 0.01541 -0.74487 0.59388
C 0.95468 -1.73001 0.33850
C 1.73849 -2.17055 1.38256
C 1.52840 -1.69398 2.67153
C 0.70856 -0.59830 2.87810
C -0.09785 -0.16215 1.83599
H 1.20002 -1.98989 -0.68082
H 2.44965 -2.96909 1.22185
H 1.86744 -2.28716 3.51473
H 0.55761 -0.13588 3.83976
H -0.76650 0.67205 1.97634
O -7.59927 3.02196 -4.24345
N -7.54016 1.83372 -4.02060
O -8.36665 1.04018 -4.39096
C -6.39982 1.35637 -3.26215
C -5.52405 2.26089 -2.70092
C -4.49818 1.81537 -1.89439
C -4.33608 0.44715 -1.69182
C -5.23423 -0.45357 -2.25584
C -6.31501 -0.00020 -2.98064
H -5.69305 3.32969 -2.72586
H -3.78189 2.47194 -1.42312
H -3.54066 0.07074 -1.06666
H -5.13747 -1.51485 -2.06416
H -7.08318 -0.65194 -3.37220
O 4.76507 -6.33731 6.36506
N 4.15497 -7.20411 5.79125
O 3.95979 -8.31868 6.21975
C 3.59595 -6.88169 4.47254
C 3.96016 -5.69457 3.86995
C 3.37400 -5.32009 2.68067
C 2.31568 -6.09347 2.20430
C 1.89407 -7.23470 2.86446
C 2.57253 -7.66717 3.98467
H 4.76139 -5.08198 4.26289
H 3.82344 -4.57249 2.04356
H 1.87171 -5.86066 1.24206
H 0.93985 -7.66360 2.58868
H 2.32571 -8.58466 4.49910
O 0.05059 2.85357 0.10527
N 0.15428 3.99186 -0.31775
O 1.07939 4.72687 -0.08208
C -0.88920 4.46597 -1.22757
C -1.37020 5.76790 -1.08759
C -2.24135 6.22834 -2.04589
C -2.64622 5.39859 -3.06805
C -2.25612 4.06652 -3.10635
C -1.38477 3.58416 -2.14774
H -0.95771 6.40934 -0.32150
H -2.62874 7.23767 -1.98866
H -3.22420 5.81362 -3.88486
H -2.61283 3.47262 -3.93715
H -1.11566 2.53645 -2.10465
O 3.43684 -3.38080 -1.34273
N 4.55290 -3.81418 -1.21683
O 4.91460 -4.48320 -0.27857
C 5.48871 -3.68694 -2.33176
C 5.14739 -2.86172 -3.39692
C 6.02045 -2.71060 -4.46003
C 7.27766 -3.29068 -4.38764
C 7.62829 -4.11326 -3.32491
C 6.73015 -4.27766 -2.27913
H 4.17262 -2.39449 -3.43998
H 5.68078 -2.08844 -5.27503
H 7.97609 -3.12848 -5.20302
H 8.57283 -4.62705 -3.23585
H 6.99133 -4.98684 -1.50560
O -1.31340 2.97106 3.98635
N -1.19481 4.17032 3.97354
O -0.42241 4.79157 4.67479
C -2.04233 4.90772 3.04636
C -2.77923 4.21078 2.09117
C -3.54934 4.93902 1.21646
C -3.54101 6.32511 1.23547
C -2.79894 6.98728 2.20671
C -1.99808 6.27724 3.07050
H -2.76131 3.13483 2.01629
H -4.20218 4.39144 0.54691
H -4.20367 6.88069 0.58430
H -2.79658 8.06865 2.25930
H -1.46743 6.77600 3.86977
```

Values from the calculation:
**Structure (SMILES)**: O=[N+]([O-])c1ccccc1.O=[N+]([O-])c1ccccc1.O=[N+]([O-])c1ccccc1.O=[N+]([O-])c1ccccc1.O=[N+]([O-])c1ccccc1.O=[N+]([O-])c1ccccc1
**LUMO**: -0.90 eV

***

Which one sits at the bottom of the stability order? P does.

***

--- P ---
Computed, not measured: a single C7H17NO molecule, with ωB97M-V/def2-TZVPD.

Structure (XYZ):
```
26
Properties=species:S:1:pos:R:3
C 0.62593 1.72545 0.99878
C 0.94647 0.27058 0.63278
N 2.34180 0.10213 0.23170
C 0.02293 -0.32617 -0.46068
C 0.18386 0.41823 -1.79476
C 0.44391 -1.78311 -0.69047
C -1.48188 -0.31152 -0.05770
C -1.78368 -0.85371 1.33714
O -2.07243 0.97386 -0.10796
H 1.19179 2.01265 1.88470
H 0.90802 2.39737 0.18919
H -0.43169 1.85570 1.20293
H 0.81935 -0.34833 1.52757
H 2.94845 0.31770 1.01495
H 2.56915 0.75577 -0.51059
H 0.05115 1.49191 -1.68196
H -0.54263 0.04931 -2.51841
H 1.17540 0.23764 -2.20103
H -0.13904 -2.22784 -1.49391
H 0.30769 -2.37796 0.20750
H 1.49648 -1.81333 -0.95427
H -1.99724 -0.95971 -0.78940
H -2.86255 -0.89230 1.46504
H -1.37892 -1.85147 1.46739
H -1.37941 -0.19268 2.09690
H -1.96290 1.32982 -0.99543
```

Values from the calculation:
**Structure (SMILES)**: C[C@H](N)C(C)(C)[C@@H](C)O
**LUMO**: 0.83 eV

***

--- Q ---
Computed, not measured: 2 unconnected molecules or ions with the total composition C7H17NO, with ωB97M-V/def2-TZVPD.

Structure (XYZ):
```
26
Properties=species:S:1:pos:R:3
C 0.42818 0.56323 -2.53961
C 0.22220 0.46500 -0.96120
N 0.25069 -0.95061 -0.57521
C 1.64802 -1.43818 -0.45125
C -0.78200 -1.88922 -0.92248
C -2.12277 -1.30565 -0.84528
O -0.45593 -2.99866 -1.29012
H -0.11517 1.44975 -2.93672
H -0.13952 -0.23544 -3.03273
H 1.57327 0.43885 -2.66932
H 1.09579 0.89543 -0.39957
H -0.56582 1.18604 -0.75698
H 2.25755 -1.75746 -1.27369
H 1.99418 -0.62511 0.16706
H 1.60344 -2.48095 0.11286
H -2.36278 -0.85738 -1.80499
H -2.96626 -1.97481 -0.73876
H -2.23896 -0.45286 -0.19653
C 0.54295 2.01547 2.33210
C -0.43066 1.03675 2.99396
H 0.95081 1.71874 1.39781
H 0.10891 2.99602 2.00011
H 1.37539 2.17175 3.02945
H -1.37472 1.04432 2.45875
H -0.46931 1.00108 4.05792
H -0.02747 -0.01609 2.84445
```

Values from the calculation:
**Structure (SMILES)**: CCN(C)C(C)=O.CC
**LUMO**: 0.81 eV

***

--- R ---
Computed, not measured: a molecular structure, C7H17NO, with ωB97M-V/def2-TZVPD.

Structure (XYZ):
```
26
Properties=species:S:1:pos:R:3
C -0.59266 -0.34082 -0.37631
C -1.62580 0.58707 0.25240
C 2.10385 -0.66505 0.13563
C -1.28092 -0.69270 0.93768
C -2.96706 0.80295 -0.39742
C 2.27820 -0.44743 1.62838
C 2.51630 0.35518 -0.76327
N -0.85173 -1.14697 -1.53051
O -1.10297 1.73775 0.87826
H -0.65555 2.26476 0.20227
H 0.78539 -0.57900 -0.02201
H 0.34208 0.70266 -0.91436
H 2.25672 -1.68695 -0.20666
H -1.53140 -1.87976 -1.37573
H -1.11340 -0.60244 -2.34224
H -0.70796 -0.62628 1.85179
H -2.01235 -1.49388 0.91669
H -3.35174 -0.11869 -0.83459
H -2.88929 1.55342 -1.19021
H -3.68680 1.16454 0.33918
H 1.72434 -1.18999 2.20533
H 3.32878 -0.51107 1.92460
H 1.90840 0.53874 1.91992
H 2.79543 0.07402 -1.77348
H 3.06193 1.21214 -0.37827
H 1.26820 0.98778 -1.08709
```

Values from the calculation:
**LUMO**: 0.89 eV

***

Which one sits at the bottom of the stability order? R does.

***

--- P ---
Computed, not measured: 2 unconnected molecules or ions with the total composition C7H17NO, with ωB97M-V/def2-TZVPD.

Structure (XYZ):
```
26
Properties=species:S:1:pos:R:3
C -2.20339 -1.24972 -1.66853
C -1.44999 -0.72159 -0.72200
C -1.56495 0.63254 -0.02276
C -0.40658 0.92911 0.93934
C -0.60657 0.47744 2.41706
N 0.89244 0.35757 0.57087
C 1.37777 0.35439 -0.80644
C 2.27302 1.52171 -1.22219
H -2.98041 -0.72226 -2.23750
H -2.14068 -2.25646 -2.04698
H -0.86235 -1.47312 -0.20547
H -2.50039 0.56313 0.52653
H -1.68863 1.32379 -0.86692
H -0.35179 2.05090 1.02614
H -1.21533 -0.41669 2.50215
H 0.32501 0.07893 2.82814
H -0.84342 1.33462 3.04547
H 1.64557 0.50706 1.21897
H 0.57144 0.26884 -1.52149
H 2.09066 -0.46568 -0.98540
H 2.00233 2.54867 -0.94124
H 3.26791 1.37482 -0.79338
H 2.38341 1.46418 -2.30493
O 0.49189 -3.18053 0.53865
H 0.19550 -2.26820 0.67709
H 1.29754 -3.03347 0.05483
```

Values from the calculation:
**Structure (SMILES)**: C=CC[C@@H](C)NCC.O
**LUMO**: 0.89 eV

***

--- Q ---
Computed, not measured: 2 unconnected molecules or ions with the total composition C7H17NO, with ωB97M-V/def2-TZVPD.

Structure (XYZ):
```
26
Properties=species:S:1:pos:R:3
C 0.32570 1.55612 -1.11290
C -0.64231 0.58865 -1.59795
N -0.92146 -0.61974 -0.76266
C 0.15674 -1.44955 -0.64852
C -1.79152 -0.54551 0.32211
C -3.01674 0.36076 0.22927
O -1.81037 -1.14958 1.28537
H 0.66284 2.37238 -1.82913
H 1.18333 1.03245 -0.58095
H -0.16290 2.23671 -0.40908
H -1.63827 1.12890 -1.75541
H -0.48652 0.40317 -2.60953
H 0.23556 -1.95618 0.45678
H 0.01047 -2.26360 -1.32485
H 1.08119 -0.91441 -1.06674
H -3.54923 0.43956 1.20272
H -2.84248 1.46162 -0.09860
H -3.63672 -0.13019 -0.43108
C 3.44909 0.90069 0.58768
C 3.20788 -0.18988 1.68174
H 4.36979 0.74654 0.01072
H 2.70014 0.73238 -0.13215
H 3.21709 1.93211 0.95052
H 2.36426 0.30040 2.36829
H 4.08806 -0.31424 2.38547
H 3.20351 -1.00036 1.15023
```

Values from the calculation:
**Structure (SMILES)**: CCN(C)C(C)=O.CC
**LUMO**: 0.88 eV

***

Which one sits at the bottom of the stability order? Q does.